(1)
Formula: C38H23Cl5IrNO5P2S2
Source: the OMol25 dataset
Level of theory: the ωB97M-V functional and the def2-TZVPD basis

Element x y z (Å)
1 Ir 0.363 0.364 0.145
2 S -1.931 -1.509 0.656
3 P -0.249 -2.539 0.399
4 C 0.897 -1.622 -0.543
5 P 0.744 -1.322 -2.255
6 S -0.532 0.149 -2.644
7 C 2.462 -0.881 -2.679
8 C 3.498 -1.637 -2.139
9 C 4.810 -1.296 -2.404
10 C 5.090 -0.194 -3.198
11 C 4.060 0.573 -3.715
12 C 2.744 0.233 -3.455
13 C 0.328 -2.765 -3.293
14 C -1.003 -3.168 -3.321
15 C -1.382 -4.233 -4.115
16 C -0.437 -4.893 -4.886
17 C 0.889 -4.494 -4.854
18 C 1.277 -3.434 -4.056
19 C 0.655 -2.859 1.946
20 C 2.000 -2.528 2.043
21 C 2.677 -2.735 3.229
22 C 2.012 -3.281 4.313
23 C 0.668 -3.603 4.219
24 C -0.017 -3.391 3.037
25 C -0.614 -4.213 -0.230
26 C -1.926 -4.616 -0.425
27 C -2.189 -5.877 -0.926
28 C -1.143 -6.729 -1.240
29 C 0.169 -6.322 -1.054
30 C 0.438 -5.065 -0.545
31 H 3.259 -2.483 -1.507
32 H 5.616 -1.881 -1.985
33 H 6.116 0.070 -3.407
34 H 4.282 1.444 -4.314
35 H 1.925 0.828 -3.837
36 H -1.732 -2.628 -2.730
37 H -2.416 -4.546 -4.142
38 H -0.736 -5.716 -5.519
39 H 1.623 -5.006 -5.461
40 H 2.308 -3.112 -4.031
41 H 2.495 -2.082 1.193
42 H 3.716 -2.450 3.316
43 H 2.540 -3.450 5.241
44 H 0.148 -4.002 5.078
45 H -1.075 -3.606 2.959
46 H -2.727 -3.933 -0.178
47 H -3.210 -6.191 -1.079
48 H -1.353 -7.715 -1.631
49 H 0.980 -6.988 -1.314
50 H 1.455 -4.734 -0.386
51 Cl 6.664 3.514 -2.119
52 C 5.028 3.190 -1.704
53 C 4.729 2.195 -0.779
54 Cl 5.982 1.275 -0.056
55 C 3.416 1.923 -0.452
56 Cl 3.038 0.680 0.678
57 C 2.315 2.598 -1.045
58 O 1.108 2.326 -0.769
59 C 2.663 3.614 -1.979
60 Cl 1.376 4.478 -2.715
61 C 3.980 3.900 -2.292
62 Cl 4.339 5.120 -3.445
63 O -2.875 6.253 2.464
64 C -2.340 5.470 3.228
65 O -2.051 5.467 4.407
66 C -1.909 4.100 2.467
67 C -2.172 3.941 1.119
68 C -1.718 2.787 0.495
69 N -1.056 1.847 1.153
70 C -0.854 1.985 2.454
71 C -1.254 3.108 3.164
72 C -0.088 0.843 3.179
73 O -0.159 0.774 4.390
74 O 0.557 0.094 2.400
75 H -2.704 4.704 0.571
76 H -1.868 2.624 -0.561
77 H -1.047 3.184 4.219

Its spin multiplicity is 2. Its charge is -1. The HOMO energy (alpha / beta) comes out at -5.11 / -5.11 eV. The strongest force on any atom comes out at 0.0934 hartree/bohr.


(2)
Formula: C9H10NO2PdS2Se3Te2
Source: the OMol25 dataset
Level of theory: the ωB97M-V functional and the def2-TZVPD basis

Element x y z (Å)
1 Pd 0.614 0.173 -0.060
2 Se 0.409 -0.265 -2.548
3 Se -0.591 1.470 -1.559
4 Te -1.678 -0.701 -0.440
5 Se -2.263 -1.606 1.750
6 C 0.901 -3.322 0.778
7 Te 1.877 -1.510 1.423
8 C 3.418 -1.652 -0.082
9 H 0.699 -3.231 -0.287
10 H -0.038 -3.359 1.324
11 H 1.510 -4.196 0.999
12 H 4.307 -2.156 0.294
13 H 3.676 -0.650 -0.408
14 H 2.990 -2.198 -0.920
15 O 3.845 1.251 -2.908
16 S 3.077 2.172 -2.121
17 O 2.066 2.932 -2.813
18 N 2.493 1.463 -0.743
19 C 2.629 2.324 0.277
20 S 1.659 2.218 1.632
21 C 3.660 3.354 0.050
22 C 4.270 4.171 0.989
23 C 5.301 4.998 0.567
24 C 5.699 5.026 -0.765
25 C 5.092 4.198 -1.704
26 C 4.085 3.368 -1.268
27 H 3.955 4.119 2.022
28 H 5.821 5.624 1.282
29 H 6.500 5.686 -1.074
30 H 5.414 4.187 -2.737

Its charge is -1. The HOMO energy (alpha / beta) comes out at -3.42 / -3.43 eV. The energy above the lowest of the compared OMol25 structures with the same formula, charge and spin is 2.6154 eV. The strongest force on any atom comes out at 0.0559 hartree/bohr.


(3)
Formula: C31H20IN7O5S3W
Source: the OMol25 dataset
Level of theory: the ωB97M-V functional and the def2-TZVPD basis

Element x y z (Å)
1 W -0.754 -1.154 -0.582
2 C -4.295 1.700 -2.364
3 C -4.377 1.036 -1.028
4 N -5.425 1.254 -0.254
5 C -5.534 0.635 0.907
6 C -4.571 -0.215 1.445
7 C -4.784 -0.934 2.753
8 O -4.514 -2.314 2.663
9 C -3.414 -0.405 0.688
10 C -2.163 -1.124 1.066
11 N -1.052 -0.243 1.100
12 C -0.871 0.837 1.910
13 C -1.396 0.891 3.213
14 C -1.129 1.957 4.040
15 C -0.325 3.005 3.613
16 C 0.167 3.012 2.317
17 C -0.127 1.949 1.490
18 I 0.501 1.976 -0.567
19 C -3.354 0.177 -0.599
20 O -2.306 -0.168 -1.370
21 H -4.847 2.635 -2.351
22 H -4.720 1.054 -3.134
23 H -3.251 1.885 -2.614
24 H -6.442 0.842 1.455
25 H -5.806 -0.759 3.114
26 H -4.096 -0.558 3.515
27 H -5.081 -2.706 1.990
28 H -2.243 -1.831 1.904
29 H -1.980 0.051 3.556
30 H -1.549 1.972 5.034
31 H -0.102 3.821 4.281
32 H 0.759 3.837 1.951
33 S -0.972 -3.534 -0.373
34 C 0.624 -4.049 -0.924
35 C 0.793 -5.339 -1.415
36 C 2.062 -5.823 -1.707
37 C 2.224 -7.184 -2.062
38 N 2.354 -8.308 -2.236
39 C 3.179 -4.983 -1.533
40 C 3.009 -3.690 -1.057
41 C 1.742 -3.214 -0.740
42 S 1.597 -1.621 -0.004
43 C 4.485 -5.458 -1.796
44 N 5.557 -5.809 -1.995
45 H -0.064 -5.980 -1.543
46 H 3.864 -3.051 -0.896
47 O 1.279 -7.145 -5.038
48 S 0.634 -7.286 -6.323
49 O -0.800 -7.188 -6.348
50 O 1.253 -8.154 -7.279
51 C 1.109 -5.535 -6.908
52 N 2.065 -5.374 -7.761
53 C 2.499 -4.106 -7.867
54 C 2.013 -3.106 -7.057
55 C 1.003 -3.435 -6.129
56 N 0.518 -4.697 -6.141
57 C 0.495 -2.611 -5.073
58 C -0.742 -2.931 -4.470
59 C -1.116 -2.320 -3.314
60 N -0.297 -1.458 -2.613
61 C 0.819 -1.043 -3.284
62 C 1.222 -1.556 -4.486
63 H 3.269 -3.937 -8.607
64 H 2.387 -2.097 -7.130
65 H -1.370 -3.674 -4.930
66 H -2.084 -2.514 -2.848
67 H 1.416 -0.280 -2.795
68 H 2.136 -1.208 -4.935

The HOMO energy comes out at -7.66 eV. The energy above the lowest of the compared OMol25 structures with the same formula, charge and spin is 0.9753 eV. The strongest force on any atom comes out at 0.0955 hartree/bohr.


(4)
Formula: C47H38BMgN10O4
Source: the OMol25 dataset
Level of theory: the ωB97M-V functional and the def2-TZVPD basis

Element x y z (Å)
1 Mg -0.309 -0.299 0.355
2 O 2.265 0.230 3.360
3 C 1.358 -0.190 2.635
4 O 1.345 -0.181 1.353
5 C 0.086 -0.731 3.260
6 C 0.025 -1.107 4.584
7 C -1.203 -1.506 5.091
8 C -2.312 -1.482 4.264
9 C -2.170 -1.123 2.929
10 N -0.975 -0.763 2.430
11 C -3.402 -1.200 2.000
12 O -4.499 -1.144 2.582
13 O -3.126 -1.250 0.782
14 H 0.926 -1.079 5.182
15 H -1.293 -1.822 6.125
16 H -3.304 -1.739 4.607
17 C -3.253 -3.414 -2.538
18 C -2.140 -3.217 -1.565
19 C -1.653 -4.102 -0.621
20 C -0.669 -3.393 0.083
21 N -0.571 -2.161 -0.403
22 N -1.470 -2.060 -1.420
23 B -1.632 -0.742 -2.227
24 N -2.286 0.419 -1.428
25 N -1.693 1.014 -0.350
26 C -2.532 1.961 0.074
27 C -3.675 1.974 -0.740
28 C -3.489 0.973 -1.666
29 C -4.407 0.556 -2.766
30 C -2.276 2.863 1.217
31 C -1.357 2.562 2.219
32 C -1.152 3.417 3.288
33 C -1.867 4.603 3.378
34 C -2.784 4.920 2.385
35 C -2.986 4.059 1.317
36 N -0.228 -0.285 -2.694
37 N 0.758 0.050 -1.812
38 C 1.819 0.382 -2.562
39 C 1.490 0.270 -3.930
40 C 0.189 -0.166 -3.968
41 C -0.667 -0.451 -5.159
42 C 3.136 0.838 -2.059
43 C 3.543 0.657 -0.739
44 C 4.786 1.105 -0.313
45 C 5.657 1.729 -1.196
46 C 5.267 1.905 -2.517
47 C 4.020 1.467 -2.940
48 C 0.138 -3.843 1.230
49 C -0.388 -4.760 2.139
50 C 0.361 -5.178 3.230
51 C 1.639 -4.674 3.437
52 C 2.170 -3.762 2.535
53 C 1.430 -3.359 1.433
54 H -3.638 -4.428 -2.446
55 H -4.065 -2.716 -2.324
56 H -2.931 -3.255 -3.570
57 H -1.951 -5.129 -0.485
58 H -2.316 -0.965 -3.181
59 H -4.557 2.583 -0.627
60 H -5.271 1.220 -2.776
61 H -3.919 0.613 -3.742
62 H -4.755 -0.468 -2.622
63 H -0.807 1.636 2.156
64 H -0.435 3.152 4.057
65 H -1.716 5.272 4.217
66 H -3.347 5.845 2.442
67 H -3.703 4.323 0.549
68 H 2.121 0.444 -4.787
69 H -0.092 -0.262 -6.065
70 H -1.006 -1.488 -5.174
71 H -1.553 0.186 -5.174
72 H 2.880 0.165 -0.045
73 H 5.075 0.959 0.722
74 H 6.631 2.068 -0.863
75 H 5.935 2.382 -3.226
76 H 3.728 1.638 -3.969
77 H -1.402 -5.120 2.007
78 H -0.062 -5.893 3.927
79 H 2.214 -4.984 4.301
80 H 3.161 -3.350 2.690
81 H 1.845 -2.655 0.722
82 N 7.589 5.354 5.545
83 C 6.770 5.086 4.782
84 C 5.750 4.751 3.821
85 C 5.414 5.657 2.817
86 C 4.447 5.332 1.884
87 C 3.812 4.095 1.936
88 C 4.147 3.181 2.937
89 C 5.104 3.515 3.875
90 N 2.825 3.761 0.993
91 C 2.609 4.314 -0.261
92 C 1.522 3.667 -0.760
93 N 1.055 2.737 0.146
94 C 1.844 2.823 1.176
95 H 5.905 6.620 2.777
96 H 4.173 6.048 1.120
97 H 3.666 2.206 2.979
98 H 5.361 2.811 4.655
99 H 3.263 5.052 -0.692
100 H 1.054 3.796 -1.726
101 H 1.782 2.235 2.080

Its charge is -1. The HOMO energy comes out at -5.70 eV. The energy above the lowest of the compared OMol25 structures with the same formula, charge and spin is 0.0000 eV. The strongest force on any atom comes out at 0.0161 hartree/bohr.


(5)
Formula: C20H43Cl2F3O2P2Re
Source: the OMol25 dataset
Level of theory: the ωB97M-V functional and the def2-TZVPD basis

Element x y z (Å)
1 Re -0.207 0.511 0.876
2 Cl -1.761 0.449 -0.936
3 P -0.685 2.576 0.988
4 C -2.576 2.707 1.112
5 C 0.140 3.172 2.621
6 C -0.240 3.680 -0.454
7 C -3.300 1.399 1.459
8 H -2.917 3.014 0.107
9 C -2.896 3.749 2.164
10 H -2.621 3.371 3.152
11 H -3.980 3.940 2.154
12 H -2.388 4.702 2.005
13 H -3.253 0.682 0.629
14 H -4.363 1.629 1.605
15 H -2.916 0.907 2.367
16 H -0.856 3.275 -1.276
17 C 1.226 3.567 -0.869
18 C -0.679 5.082 -0.068
19 H -1.767 5.134 0.035
20 H -0.373 5.805 -0.831
21 H -0.225 5.380 0.884
22 H 1.589 2.533 -0.809
23 H 1.870 4.217 -0.263
24 H 1.315 3.888 -1.918
25 C -0.008 2.072 3.680
26 H -0.362 4.082 2.993
27 C 1.616 3.465 2.365
28 H -1.016 1.666 3.805
29 H 0.328 2.486 4.644
30 H 0.664 1.218 3.472
31 H 2.118 2.588 1.944
32 H 2.106 3.647 3.331
33 H 1.788 4.308 1.692
34 Cl 2.022 0.398 1.681
35 H 0.609 0.416 -0.538
36 P 0.580 -2.793 -2.237
37 C 0.467 -1.742 -3.756
38 C 2.248 -3.268 -1.466
39 C -1.037 -3.463 -1.662
40 C 0.998 -0.282 -3.724
41 H -0.587 -1.657 -4.073
42 C 1.249 -2.691 -4.668
43 H 2.317 -2.592 -4.454
44 H 1.104 -2.517 -5.739
45 H 0.980 -3.741 -4.492
46 H 0.337 0.367 -3.131
47 H 1.047 0.129 -4.744
48 H 2.003 -0.210 -3.291
49 H -1.805 -2.709 -1.933
50 C -1.289 -3.777 -0.161
51 C -0.998 -4.680 -2.591
52 H -1.050 -4.371 -3.641
53 H -1.781 -5.423 -2.437
54 H -0.039 -5.195 -2.449
55 H -0.498 -3.350 0.464
56 H -1.380 -4.855 0.048
57 H -2.219 -3.303 0.184
58 C 3.299 -2.138 -1.641
59 H 2.607 -4.169 -1.976
60 C 2.152 -3.600 0.050
61 H 3.419 -1.796 -2.672
62 H 4.291 -2.487 -1.316
63 H 3.036 -1.274 -1.017
64 H 1.866 -2.711 0.629
65 H 3.126 -3.930 0.439
66 H 1.441 -4.404 0.273
67 F 0.021 -3.395 2.910
68 C -0.256 -2.299 3.669
69 F -0.940 -2.689 4.763
70 F 0.936 -1.759 4.069
71 C -1.061 -1.220 2.889
72 O -1.854 -0.499 3.465
73 O -0.732 -1.220 1.613

Its spin multiplicity is 4. The HOMO energy (alpha / beta) comes out at -5.73 / -5.75 eV. The energy above the lowest of the compared OMol25 structures with the same formula, charge and spin is 0.4867 eV. The strongest force on any atom comes out at 0.1299 hartree/bohr.


- Which of these has the lowest strongest force on any atom?
  C47H38BMgN10O4


- What is the strongest force on any atom in the second record?
  0.0559 hartree/bohr